Formula: C32H40FeN2OP
Source: OMol25
Level of theory: the ωB97M-V functional and the def2-TZVPD basis

The geometry in XYZ format:
```
77
C32H40FeN2OP | OMol25 | the ωB97M-V functional and the def2-TZVPD basis
Fe 1.80 3.40 -0.87
P 0.67 -2.78 -0.72
O -6.48 3.26 -0.34
N -0.42 -2.77 0.73
N 1.84 -2.03 0.47
C 3.74 -3.51 -0.18
C -1.29 -5.10 0.47
C 3.36 3.67 0.36
C 1.65 -2.59 1.79
C -3.37 1.44 0.10
C 1.07 4.62 -2.26
C 0.87 5.16 -0.92
C -0.15 3.07 -1.06
C 3.30 2.30 -1.55
C 0.91 -4.16 3.97
C -4.22 3.91 -1.01
C 2.60 2.49 0.69
C 4.20 -1.13 0.47
C -6.96 4.39 -1.06
C -1.63 -3.60 0.39
C 0.15 4.18 -0.18
C -4.69 1.81 0.21
C -1.00 1.87 -0.70
C 3.79 3.56 -1.02
C 2.98 -1.66 -1.67
C 2.25 -3.73 3.81
C -0.08 -3.81 3.02
C 0.32 -3.02 1.94
C 2.55 1.63 -0.48
C -2.89 3.49 -1.09
C 3.19 -2.08 -0.19
C -5.13 3.03 -0.38
C -2.00 -3.27 -1.08
C 2.63 -2.95 2.70
C -2.43 2.27 -0.53
C -2.83 -3.28 1.28
C 0.47 3.33 -2.30
H -2.84 -3.90 -1.38
H 4.00 -3.79 0.85
H 5.12 -1.19 -0.14
H -5.43 1.16 0.71
H -0.20 4.23 0.88
H -3.11 -2.21 1.19
H 3.69 -2.65 2.56
H -8.04 4.32 -0.96
H -2.16 -5.64 0.07
H 4.37 -1.50 1.49
H -6.59 5.33 -0.62
H 0.41 2.59 -3.14
H 1.09 6.18 -0.58
H -1.05 0.79 -1.19
H 3.82 -0.10 0.51
H -1.17 -3.53 -1.78
H 4.65 -3.49 -0.78
H 2.20 2.23 1.66
H -6.67 4.36 -2.13
H 1.46 5.17 -3.11
H 3.47 1.89 -2.54
H -3.67 -3.92 0.93
H 3.03 -4.23 -0.63
H -4.54 4.85 -1.47
H 2.07 0.67 -0.54
H 2.60 -0.63 -1.82
H -0.43 1.61 0.13
H -2.28 -2.22 -1.26
H -1.14 -5.39 1.52
H -1.11 -4.19 3.13
H 0.62 -4.75 4.83
H -3.02 0.51 0.53
H 2.30 -2.36 -2.21
H -2.19 4.14 -1.60
H 3.94 -1.73 -2.19
H 4.39 4.28 -1.56
H 3.60 4.47 1.04
H -2.56 -3.48 2.32
H -0.40 -5.35 -0.14
H 3.00 -3.98 4.56
```

## Properties
expectation value of S² = 6.064
Kohn-Sham gap (spin up / spin down) = 2.4 / 3.4 eV
2S+1 = 5
DFT total energy = -3032.82281 hartree
E_LUMO (spin up / spin down) = 2.43 / 1.09 eV
net charge = -1

***

Formula: C32H40IrN4O4Se
Source: OMol25
Level of theory: the ωB97M-V functional and the def2-TZVPD basis

The geometry in XYZ format:
```
82
C32H40IrN4O4Se | OMol25 | the ωB97M-V functional and the def2-TZVPD basis
Ir -0.07 0.23 -0.76
Se -0.47 1.06 -3.43
O -0.08 -0.43 -2.72
O -1.97 1.08 -4.01
O -0.44 1.90 -1.91
O 0.68 1.60 -4.40
N 1.33 -1.12 -0.10
N 0.00 1.22 1.02
N -1.25 5.69 2.19
N -1.18 -1.24 0.06
C 0.06 2.67 3.39
C -2.51 -1.63 2.09
C -3.98 -0.94 -2.20
C 4.70 -1.91 1.22
C 2.77 -2.13 3.54
C -4.69 -0.40 0.88
C 3.50 1.40 -2.51
C 3.32 -1.86 1.12
C 2.69 -0.95 0.21
C 0.80 -2.42 -0.20
C -1.18 -1.44 4.22
C -0.44 2.48 1.05
C -3.49 -0.46 0.20
C 2.53 -2.68 2.13
C 0.45 0.66 2.15
C -3.75 -1.59 2.72
C 4.89 -0.01 -0.18
C -0.42 3.24 2.21
C -1.33 -2.16 2.88
C 3.51 0.06 -0.34
C 2.84 -4.18 2.09
C -3.41 0.08 -1.21
C 5.51 -1.01 0.54
C -1.40 -3.67 3.11
C -4.85 -0.98 2.13
C -0.89 4.60 2.19
C 0.50 1.37 3.34
C 3.24 2.54 -0.27
C -2.37 -1.11 0.78
C -0.52 -2.47 -0.07
C 2.98 1.27 -1.08
C -4.07 1.45 -1.39
H -0.44 -1.96 2.29
H -0.79 2.88 0.10
H 0.08 3.25 4.30
H -3.69 2.16 -0.65
H -5.04 -1.12 -2.01
H 2.13 -2.63 4.27
H -1.44 -4.21 2.16
H 2.81 2.45 0.73
H -0.25 -1.73 4.71
H 6.59 -1.06 0.62
H -2.37 0.20 -1.45
H -5.54 0.09 0.41
H 2.61 -4.60 1.11
H -5.80 -0.94 2.64
H 2.25 -4.71 2.83
H -3.85 -0.58 -3.22
H -3.84 1.83 -2.38
H -2.00 -1.70 4.90
H 2.57 -1.06 3.57
H -1.12 -3.37 -0.14
H 4.58 1.60 -2.52
H -5.16 1.40 -1.28
H 4.31 2.72 -0.16
H -3.86 -2.02 3.71
H -2.29 -3.94 3.69
H -0.52 -4.02 3.66
H 0.87 0.87 4.23
H 5.15 -2.64 1.88
H 2.79 3.41 -0.76
H 3.32 0.48 -3.07
H 1.47 -2.58 1.91
H 3.00 2.21 -3.03
H 0.78 -0.36 2.05
H 5.50 0.75 -0.66
H -1.19 -0.36 4.09
H 1.46 -3.25 -0.39
H -3.45 -1.89 -2.11
H 3.81 -2.28 3.85
H 1.91 1.17 -1.14
H 3.89 -4.37 2.30
```

## Properties
Kohn-Sham gap = 5.2 eV
DFT total energy = -4269.10977 hartree
E_LUMO = 1.69 eV
net charge = -1

***

Formula: C32H40MoN4O3P2
Source: OMol25
Level of theory: the ωB97M-V functional and the def2-TZVPD basis

The geometry in XYZ format:
```
82
C32H40MoN4O3P2 | OMol25 | the ωB97M-V functional and the def2-TZVPD basis
Mo -0.52 0.07 0.86
P 0.53 -1.29 -0.94
P -1.15 1.58 -1.12
O -0.04 -1.13 2.79
O 1.11 1.30 1.82
O -1.92 -2.14 2.18
N -2.41 -0.89 0.16
N -0.70 1.27 -3.80
N -1.56 1.38 2.35
N 1.30 -0.73 -3.45
C 0.54 -0.28 -2.46
C 2.00 -0.41 -5.61
C -0.81 4.06 -2.35
C 0.41 -2.88 4.89
C -0.37 3.25 -1.13
C 0.09 0.91 -4.83
C 1.11 -0.08 -4.63
C 0.02 1.58 -6.06
C 1.11 3.03 -1.34
C -0.63 -3.05 4.01
C -1.83 -1.30 1.15
C 2.00 0.27 -6.79
C -3.43 2.38 3.40
C 2.38 -2.70 0.62
C 2.19 -2.11 -0.79
C -1.24 2.86 4.25
C 2.31 -3.25 -1.77
C -2.62 3.04 4.33
C -1.29 -5.18 5.02
C -1.51 -4.18 4.05
C 3.30 -1.14 -1.08
C -2.88 1.57 2.44
C -0.45 0.74 -2.63
C -0.72 3.97 0.17
C -0.16 -5.05 5.81
C -0.83 -2.02 3.01
C 0.98 1.26 -7.01
C -2.96 1.78 -1.43
C 0.72 1.76 3.16
C -0.76 2.02 3.23
C -0.61 -2.55 -1.61
C 0.65 -3.90 5.78
H -0.15 4.92 -2.35
H -3.45 1.07 1.69
H 0.05 -5.86 6.49
H 4.25 -1.62 -0.83
H 3.27 -0.25 -0.52
H 1.58 2.20 -0.74
H 1.46 -3.18 0.98
H -1.88 -6.08 5.04
H -1.89 4.36 -2.23
H 1.74 3.88 -1.18
H 2.14 -3.05 -2.78
H -0.74 3.49 -3.33
H -2.21 -4.28 3.26
H -4.48 2.62 3.36
H 2.78 -1.14 -5.40
H -3.37 0.79 -1.18
H -0.70 2.37 -6.17
H 1.57 -4.01 -1.48
H 1.09 0.94 3.77
H -1.57 -2.04 -1.86
H -3.35 2.53 -0.77
H 1.42 2.02 1.30
H -0.69 -3.36 -0.92
H -0.26 -3.01 -2.55
H 2.69 -1.98 1.39
H 0.94 1.80 -7.91
H 3.09 -3.50 0.51
H -1.79 4.18 0.17
H 1.26 2.69 3.47
H 2.69 0.09 -7.57
H -0.26 4.94 0.10
H 1.49 -3.90 6.43
H 3.38 -0.96 -2.20
H 1.38 2.68 -2.37
H -3.09 1.99 -2.46
H 3.30 -3.72 -1.70
H -0.55 3.29 4.94
H -0.36 3.51 1.05
H -3.15 3.71 5.01
H 1.02 -1.98 4.89
```

## Properties
expectation value of S² = 2.025
Kohn-Sham gap (spin up / spin down) = 8.3 / 7.1 eV
2S+1 = 3
DFT total energy = -2438.54369 hartree
E_LUMO (spin up / spin down) = -5.51 / -6.73 eV
net charge = +2

***

Formula: C32H41As2InN4O2S
Source: OMol25
Level of theory: the ωB97M-V functional and the def2-TZVPD basis

The geometry in XYZ format:
```
83
C32H41As2InN4O2S | OMol25 | the ωB97M-V functional and the def2-TZVPD basis
In -0.12 -0.06 0.06
As 2.69 0.88 -0.60
As 1.50 1.34 2.55
S -1.37 4.55 -0.29
O 1.39 -1.46 0.81
O -1.45 0.29 1.67
N -1.23 -2.28 0.57
N -0.10 -1.52 -2.12
N -1.82 0.87 -1.22
N 0.13 2.23 0.00
C -1.08 -2.62 1.79
C 3.01 2.56 0.35
C -0.03 -0.63 -3.29
C -1.26 0.22 -3.54
C -0.50 3.22 -0.13
C -2.48 -2.24 -1.53
C -2.43 -2.74 -0.10
C 4.34 -0.03 -0.05
C 3.87 4.83 0.34
C -1.42 1.36 -2.53
C -3.45 0.19 2.85
C 3.66 3.61 -0.29
C 3.25 1.37 -2.43
C -4.81 0.39 2.95
C -5.54 0.89 1.86
C 0.10 -2.91 3.90
C 2.48 -2.06 2.80
C -3.49 0.95 0.55
C 2.67 1.13 4.13
C -2.74 0.47 1.66
C 1.19 -2.22 -2.01
C 2.56 2.74 1.66
C 2.79 3.95 2.29
C -2.92 1.29 -0.72
C 1.31 -1.96 2.01
C -1.18 -2.53 -2.28
C 2.45 -2.54 4.08
C 0.11 -2.45 2.58
C 3.43 5.00 1.65
C -4.87 1.18 0.70
C 0.15 2.45 3.43
C 1.24 -2.95 4.67
H -0.49 1.80 4.03
H -3.34 -2.44 0.43
H 3.37 -2.61 4.65
H -1.39 -2.63 -3.35
H 4.28 1.73 -2.46
H 2.16 0.51 4.86
H -0.45 1.86 -2.42
H 0.17 -1.24 -4.19
H -0.47 2.92 2.66
H 1.22 -3.30 5.69
H 3.58 5.94 2.15
H -2.17 -0.39 -3.55
H 3.42 -1.75 2.35
H 2.59 2.14 -2.82
H 0.82 0.04 -3.14
H -2.41 -3.84 -0.12
H -3.52 1.97 -1.34
H -1.17 0.66 -4.53
H -0.84 -3.26 4.32
H -2.14 2.10 -2.90
H 2.45 4.10 3.31
H -3.31 -2.72 -2.05
H 3.60 0.63 3.86
H 4.01 3.50 -1.31
H -2.67 -1.17 -1.52
H 1.39 -2.82 -2.90
H -5.32 0.17 3.88
H 1.17 -2.86 -1.13
H 1.99 -1.51 -1.87
H 3.18 0.49 -3.06
H 0.58 3.22 4.07
H 4.25 -0.26 1.01
H -1.89 -3.17 2.29
H 2.91 2.10 4.58
H 4.36 5.64 -0.18
H 5.19 0.62 -0.21
H -0.80 -3.49 -1.94
H -5.42 1.58 -0.15
H -6.60 1.06 1.95
H 4.47 -0.96 -0.60
H -2.88 -0.17 3.70
```

## Properties
Kohn-Sham gap = 7.9 eV
DFT total energy = -6673.37020 hartree
E_LUMO = 0.28 eV
net charge = 0

***

Formula: C32H41BeN6
Source: OMol25
Level of theory: the ωB97M-V functional and the def2-TZVPD basis

The geometry in XYZ format:
```
80
C32H41BeN6 | OMol25 | the ωB97M-V functional and the def2-TZVPD basis
N 1.65 0.70 -0.51
N -5.47 -1.54 0.50
N -1.04 1.15 0.48
N -5.18 -0.81 2.59
N 0.09 3.00 -1.26
N 1.09 3.06 1.17
C -2.84 -0.26 -0.22
C 2.06 0.03 -2.85
C -8.57 -3.03 1.85
C -8.38 -2.58 3.17
C 1.37 -2.50 2.36
C 2.00 -0.17 1.74
C -7.29 -1.83 3.52
C 2.42 -0.69 -5.24
C 2.37 -1.37 2.61
C 2.82 -3.35 0.50
C 2.60 0.30 -4.11
C 3.81 -2.21 0.76
C 3.31 1.48 -4.32
C -7.67 -2.76 0.85
C -0.24 4.23 -0.48
C -1.62 1.23 1.69
C -6.56 -2.00 1.21
C -1.65 0.40 -0.45
C 2.00 -0.52 0.24
C 4.31 3.63 -3.49
C -3.44 -0.17 1.03
C 1.41 -2.90 0.88
C 3.78 -1.83 2.24
C -2.80 0.60 2.00
C 2.23 0.91 -1.78
C 3.51 2.37 -3.27
C 3.42 -1.00 -0.10
C -6.36 -1.54 2.52
C 1.02 -1.69 0.02
C 2.99 2.07 -2.02
C 0.87 4.39 0.54
C -4.70 -0.83 1.38
Be 0.56 1.77 -0.03
H -7.13 -1.48 4.53
H 4.82 -2.53 0.48
H 0.36 -2.19 2.63
H 5.26 3.42 -3.98
H 1.49 -0.88 -2.72
H 0.63 5.16 1.27
H 2.34 -1.07 3.66
H -0.34 5.11 -1.11
H 4.12 -0.18 0.06
H -3.26 -0.86 -1.02
H -5.32 -1.66 -0.49
H -1.11 1.81 2.44
H 1.62 -3.37 2.98
H -3.23 0.68 2.99
H 1.80 4.68 0.05
H -0.66 2.76 -1.89
H 3.22 2.72 -1.18
H 2.07 2.90 1.35
H 3.49 -1.27 -1.16
H 3.28 -1.36 -5.28
H 0.63 3.00 2.08
H 0.01 -1.36 0.29
H 2.35 -0.18 -6.20
H 2.72 0.65 1.90
H -9.46 -3.62 1.62
H 3.10 -4.23 1.09
H -1.13 0.30 -1.40
H -7.82 -3.11 -0.17
H 3.77 4.34 -4.13
H 4.07 -2.69 2.85
H -1.19 4.06 0.02
H 0.91 3.16 -1.85
H 4.50 -1.04 2.44
H 1.53 -1.30 -5.10
H 2.85 -3.65 -0.55
H 0.70 -3.71 0.70
H 3.72 1.69 -5.30
H 1.01 -1.97 -1.03
H 4.53 4.14 -2.55
H 1.00 0.20 2.03
H -9.13 -2.82 3.92
```

## Properties
Kohn-Sham gap = 6.7 eV
DFT total energy = -1587.29325 hartree
E_LUMO = -3.26 eV
net charge = +1

***

Formula: C32H41BrCuN6O6SSi
Source: OMol25
Level of theory: the ωB97M-V functional and the def2-TZVPD basis

The geometry in XYZ format:
```
89
C32H41BrCuN6O6SSi | OMol25 | the ωB97M-V functional and the def2-TZVPD basis
Br -0.13 -2.91 -0.04
Cu 0.23 0.78 0.70
S 2.54 0.60 1.04
Si 0.00 -5.19 -0.06
O 6.66 3.13 -2.90
O 5.69 4.64 -1.71
O 4.37 -1.03 -3.77
O 0.88 4.22 -0.65
O 2.22 -1.07 -3.65
O 0.08 2.13 -0.58
N -1.67 -0.02 0.64
N 5.70 3.58 -2.31
N 3.30 -0.53 -3.48
N 1.18 -0.04 3.30
N 3.43 0.13 3.48
N 0.12 0.03 2.51
C -3.36 -0.92 2.05
C 4.47 1.54 -2.91
C 2.18 2.52 -1.65
C 2.82 -5.28 -0.44
C -1.89 -2.68 5.79
C -4.21 -1.01 0.96
C 2.15 1.28 -2.28
C -1.58 -1.86 6.87
C 0.97 3.03 -0.88
C 3.33 3.29 -1.69
C 1.51 -5.59 -1.18
C -1.12 -0.57 6.65
C -2.49 -0.07 -0.39
C -1.73 -2.21 4.50
C 4.46 2.79 -2.31
C -1.95 -7.23 -0.56
C -0.95 -0.11 5.36
C -3.78 -0.59 -0.29
C 1.23 -4.69 2.50
C -1.04 -0.42 2.90
C 1.52 -4.73 -2.45
C 3.30 0.81 -2.89
C -1.72 -5.73 -0.78
C -2.07 -0.45 1.85
C -2.89 -4.96 -0.15
C -1.77 -5.46 -2.29
C 0.24 -5.64 1.81
C -1.26 -0.92 4.27
C 0.76 -7.08 1.94
C 2.33 0.21 2.71
C -1.08 -5.54 2.57
C 1.49 -7.07 -1.58
H -1.07 -6.08 -2.85
H 5.37 1.16 -3.38
H -4.42 -0.65 -1.15
H -2.91 -7.53 -0.99
H 3.33 4.27 -1.22
H -1.17 -7.84 -1.03
H 1.34 -4.99 3.54
H -3.81 -5.20 -0.69
H -1.96 -2.86 3.66
H 1.26 0.68 -2.26
H -1.56 -4.41 -2.51
H -1.82 -6.27 2.22
H 0.85 -7.35 3.00
H 0.09 -7.80 1.47
H 2.99 -5.93 0.41
H -2.77 -5.69 -2.67
H -1.71 -2.23 7.88
H -1.97 -7.49 0.50
H 2.41 -4.97 -3.04
H -0.57 0.89 5.18
H 1.48 -7.73 -0.71
H -1.51 -4.54 2.48
H 0.87 -3.66 2.49
H 2.85 -4.24 -0.10
H -2.11 0.31 -1.33
H -2.74 -3.88 -0.23
H 2.39 -7.31 -2.16
H 3.33 -0.17 4.43
H 4.33 0.20 3.05
H 0.65 -4.90 -3.08
H -2.24 -3.69 5.96
H -3.04 -5.21 0.89
H -3.68 -1.21 3.04
H 1.56 -3.66 -2.22
H 3.66 -5.42 -1.13
H 1.75 -7.20 1.49
H 0.63 -7.30 -2.20
H 2.21 -4.71 2.04
H -0.91 -5.74 3.63
H -5.21 -1.39 1.09
H -0.89 0.07 7.49
```

## Properties
expectation value of S² = 0.755
Kohn-Sham gap (spin up / spin down) = 7.4 / 7.2 eV
2S+1 = 2
DFT total energy = -6926.08920 hartree
E_LUMO (spin up / spin down) = -1.09 / -1.27 eV
net charge = 0

***

Copy entry 3 word for word.
Formula: C32H40MoN4O3P2
Source: OMol25
Level of theory: the ωB97M-V functional and the def2-TZVPD basis

The geometry in XYZ format:
```
82
C32H40MoN4O3P2 | OMol25 | the ωB97M-V functional and the def2-TZVPD basis
Mo -0.52 0.07 0.86
P 0.53 -1.29 -0.94
P -1.15 1.58 -1.12
O -0.04 -1.13 2.79
O 1.11 1.30 1.82
O -1.92 -2.14 2.18
N -2.41 -0.89 0.16
N -0.70 1.27 -3.80
N -1.56 1.38 2.35
N 1.30 -0.73 -3.45
C 0.54 -0.28 -2.46
C 2.00 -0.41 -5.61
C -0.81 4.06 -2.35
C 0.41 -2.88 4.89
C -0.37 3.25 -1.13
C 0.09 0.91 -4.83
C 1.11 -0.08 -4.63
C 0.02 1.58 -6.06
C 1.11 3.03 -1.34
C -0.63 -3.05 4.01
C -1.83 -1.30 1.15
C 2.00 0.27 -6.79
C -3.43 2.38 3.40
C 2.38 -2.70 0.62
C 2.19 -2.11 -0.79
C -1.24 2.86 4.25
C 2.31 -3.25 -1.77
C -2.62 3.04 4.33
C -1.29 -5.18 5.02
C -1.51 -4.18 4.05
C 3.30 -1.14 -1.08
C -2.88 1.57 2.44
C -0.45 0.74 -2.63
C -0.72 3.97 0.17
C -0.16 -5.05 5.81
C -0.83 -2.02 3.01
C 0.98 1.26 -7.01
C -2.96 1.78 -1.43
C 0.72 1.76 3.16
C -0.76 2.02 3.23
C -0.61 -2.55 -1.61
C 0.65 -3.90 5.78
H -0.15 4.92 -2.35
H -3.45 1.07 1.69
H 0.05 -5.86 6.49
H 4.25 -1.62 -0.83
H 3.27 -0.25 -0.52
H 1.58 2.20 -0.74
H 1.46 -3.18 0.98
H -1.88 -6.08 5.04
H -1.89 4.36 -2.23
H 1.74 3.88 -1.18
H 2.14 -3.05 -2.78
H -0.74 3.49 -3.33
H -2.21 -4.28 3.26
H -4.48 2.62 3.36
H 2.78 -1.14 -5.40
H -3.37 0.79 -1.18
H -0.70 2.37 -6.17
H 1.57 -4.01 -1.48
H 1.09 0.94 3.77
H -1.57 -2.04 -1.86
H -3.35 2.53 -0.77
H 1.42 2.02 1.30
H -0.69 -3.36 -0.92
H -0.26 -3.01 -2.55
H 2.69 -1.98 1.39
H 0.94 1.80 -7.91
H 3.09 -3.50 0.51
H -1.79 4.18 0.17
H 1.26 2.69 3.47
H 2.69 0.09 -7.57
H -0.26 4.94 0.10
H 1.49 -3.90 6.43
H 3.38 -0.96 -2.20
H 1.38 2.68 -2.37
H -3.09 1.99 -2.46
H 3.30 -3.72 -1.70
H -0.55 3.29 4.94
H -0.36 3.51 1.05
H -3.15 3.71 5.01
H 1.02 -1.98 4.89
```

## Properties
expectation value of S² = 2.025
Kohn-Sham gap (spin up / spin down) = 8.3 / 7.1 eV
2S+1 = 3
DFT total energy = -2438.54369 hartree
E_LUMO (spin up / spin down) = -5.51 / -6.73 eV
net charge = +2

***

Which formula does entry 2 have? C32H40IrN4O4Se

***

Which value of DFT total energy does entry 1 give? -3032.82281 hartree